1.
ORCA calculation (wB97M-V/def2-TZVPD) on C8H17CsF3NO3 as an isolated structure.

- Energy above the lowest of the compared OMol25 structures with the same formula, charge and spin: 0.0 kcal/mol
- Total charge: 0
- LUMO: -0.48 eV
- HOMO energy: -7.171 eV
- 2S+1: 1

CARTESIAN COORDINATES (ANGSTROEM)
Cs  -1.02325  -0.84464  -2.01572
C  -3.32073  1.62268  -0.21119
O  -2.64169  0.54902  0.50101
O  -2.98841  1.68217  -1.45250
C  -4.79905  1.30322  0.00673
F  -5.11273  1.08730  1.30382
F  -5.55967  2.33217  -0.39161
F  -5.22086  0.21368  -0.67022
C  -1.42441  0.82733  1.09947
C  -1.27739  0.04748  2.39806
H  -1.35978  -1.03408  2.24730
H  -0.29953  0.24184  2.84877
H  -2.06421  0.33926  3.09119
H  -1.27203  1.88417  1.36434
H  -0.59396  0.58217  0.41025
H  -3.14046  2.58478  0.32513
C  3.39570  -0.14605  -2.22367
C  2.54782  0.28177  -1.03829
C  2.27053  -0.89661  -0.11266
O  1.45575  -1.87068  -0.77105
C  1.23354  -2.97005  0.09005
N  3.25310  1.34243  -0.30551
H  4.35567  -0.54224  -1.88569
H  3.56320  0.69828  -2.88985
H  2.90455  -0.93841  -2.79285
H  1.62651  0.74623  -1.40506
H  1.78707  -0.57594  0.81866
H  3.25116  -1.33462  0.12075
H  0.72154  -2.63786  1.00488
H  2.17200  -3.42613  0.41887
H  0.60244  -3.69432  -0.41959
H  4.17789  1.01099  -0.03895
H  2.77971  1.53464  0.57514

Atom charges from the Löwdin analysis, given in e for atoms 1 to 6: atom 1 (Cs): 1.1139, atom 2 (C): -0.5698, atom 3 (O): -0.1634, atom 4 (O): -0.2134, atom 5 (C): -0.5679, atom 6 (F): 0.1143



2.
ORCA calculation (wB97M-V/def2-TZVPD) on C36H10Cl5F15GeN3O2RhS as an isolated structure.

- Energy above the lowest of the compared OMol25 structures with the same formula, charge and spin: 46.8 kcal/mol
- Total charge: 0
- LUMO (spin up / spin down): -1.87 / -1.95 eV
- HOMO energy (spin up / spin down): -8.241 / -8.300 eV
- 2S+1: 1

CARTESIAN COORDINATES (ANGSTROEM)
Rh  -2.02234  0.46385  -0.27826
O  -5.69316  1.40978  0.98856
C  -4.58913  0.94277  0.79908
N  -3.65542  1.40481  -0.07442
C  -3.97427  2.52476  -0.93411
C  -2.81243  2.74573  -1.84574
C  -2.76619  3.76774  -2.78049
C  -1.63657  3.91995  -3.56009
C  -0.56895  3.04318  -3.39831
C  -0.68002  2.04289  -2.46324
N  -1.77612  1.90498  -1.70308
C  -4.07468  -0.25913  1.53733
C  -4.86613  -1.02335  2.35834
C  -4.29102  -2.11577  2.99578
C  -2.94401  -2.38655  2.80502
C  -2.20947  -1.57316  1.96096
N  -2.77755  -0.53841  1.33709
H  -4.88265  2.33562  -1.51512
H  -4.17725  3.42148  -0.34375
H  -3.61825  4.42707  -2.88749
H  -1.58354  4.71862  -4.28947
H  0.33547  3.13015  -3.98410
H  0.10279  1.32644  -2.28329
H  -5.90674  -0.75212  2.46888
H  -4.88813  -2.74652  3.64323
H  -2.45940  -3.22197  3.29353
H  -1.15308  -1.72556  1.77361
Cl  -4.64467  -6.06888  0.41260
C  -3.86716  -4.63551  -0.14681
C  -4.61838  -3.57243  -0.63587
Cl  -6.33972  -3.67005  -0.65573
C  -3.98602  -2.42063  -1.10008
Cl  -4.93525  -1.11238  -1.70850
C  -2.59492  -2.28242  -1.05646
O  -1.94436  -1.19811  -1.47051
C  -1.86210  -3.36992  -0.56468
Cl  -0.14358  -3.21498  -0.50110
C  -2.48105  -4.52934  -0.11734
Cl  -1.52946  -5.82129  0.51529
F  3.29296  -2.37841  -0.75500
C  3.19945  -1.43705  -1.70583
C  2.92291  -0.11967  -1.38230
C  2.80407  0.75444  -2.44880
F  2.45342  2.04013  -2.24807
C  2.98818  0.36960  -3.75872
F  2.86144  1.24902  -4.75728
C  3.27899  -0.95023  -4.03705
F  3.45043  -1.34238  -5.29703
C  3.37640  -1.86238  -3.00910
F  3.62579  -3.14178  -3.28283
Ge  2.33363  0.42723  0.41076
S  0.20365  0.25706  0.34543
C  3.15860  -0.75889  1.71242
C  2.49995  -1.58586  2.60953
F  1.17054  -1.56895  2.73691
C  3.18321  -2.46640  3.42465
F  2.52753  -3.25380  4.27811
C  4.55915  -2.53036  3.35730
F  5.22256  -3.37715  4.13943
C  5.25037  -1.71358  2.48595
F  6.58038  -1.77680  2.42890
C  4.53984  -0.84758  1.68414
F  5.23922  -0.07901  0.83227
C  2.98748  2.18591  0.90681
C  2.42734  2.77069  2.03446
F  1.52456  2.10166  2.76021
C  2.77050  4.03512  2.46419
F  2.21672  4.57071  3.55168
C  3.71189  4.74834  1.75068
F  4.06386  5.96758  2.15035
C  4.30608  4.19375  0.63655
F  5.23225  4.88490  -0.02951
C  3.94676  2.92367  0.23437
F  4.60483  2.41913  -0.81482

Atom charges from the Löwdin analysis, given in e for atoms 1 to 6: atom 1 (Rh): 0.9712, atom 2 (O): 0.0925, atom 3 (C): -0.5058, atom 4 (N): -0.1393, atom 5 (C): -0.1305, atom 6 (C): -0.2264



3.
ORCA calculation (wB97M-V/def2-TZVPD) on one molecule with the formula C5H7N.

- Energy above the lowest of the compared OMol25 structures with the same formula, charge and spin: 80.5 kcal/mol
- Total charge: 0
- LUMO: 1.06 eV
- HOMO energy: -8.157 eV
- 2S+1: 1

CARTESIAN COORDINATES (ANGSTROEM)
C  1.54889  0.29660  0.20003
C  0.40407  -0.58081  -0.99590
C  -0.01315  0.74533  -0.64778
C  -1.22789  0.71888  0.15329
C  -1.48564  -0.59856  0.34810
N  -0.51095  -1.34249  -0.27460
H  1.74294  -0.62695  0.74402
H  2.39958  0.54011  -0.43273
H  1.39161  1.08300  0.94168
H  0.34946  1.63256  -1.15822
H  -1.79095  1.55607  0.54399
H  -2.29791  -1.07576  0.88549
H  -0.51004  -2.34800  -0.30738

Atom charges from the natural (NBO) analysis, given in e for atoms 1 to 6: atom 1 (C): -0.5713, atom 2 (C): -0.0332, atom 3 (C): -0.2326, atom 4 (C): -0.3540, atom 5 (C): 0.0097, atom 6 (N): -0.5873



Look up the total charge of the third one. 0